No. 1
18
Properties=species:S:1:pos:R:3:forces:R:3:mulliken_charge:R:1 method="wB97M-V/def2-TZVPD" lumo_energy_ha="-0.111 / -0.242" total_charge=+1 spin_multiplicity=3 homo_ev="-10.60 / -13.71" s2=2.02 homo_lumo_gap_ev="7.584 / 7.136"
C -0.05519 -0.15232 0.91463 2.49 -3.20 -2.92 -0.34
C -0.83849 0.81207 0.31047 -2.20 1.94 -0.82 0.60
C 1.50375 -2.18744 0.85326 4.60 1.65 -0.81 -0.78
N 1.08197 -1.11504 -0.05027 -2.35 2.61 7.91 0.39
N -0.75519 1.11308 -0.99548 -1.48 2.56 0.74 0.14
N -1.85372 1.42776 1.04598 1.66 -0.31 1.94 -0.40
N -1.42410 2.25828 -1.44176 0.91 -0.43 2.45 -0.70
N 1.17121 -0.89079 -1.26476 0.54 0.29 -4.31 -0.79
H -0.52383 -0.66211 1.73478 0.50 -0.25 0.53 0.34
H 2.46268 -2.72925 0.49153 -2.12 0.45 -0.08 0.32
H 1.92059 -1.75340 1.78738 -0.81 -0.04 -0.38 0.25
H 0.63197 -2.68222 0.96691 -2.13 -2.81 0.97 0.41
H -1.75936 1.76986 2.02554 0.79 -1.30 -0.91 0.25
H -2.58817 1.99897 0.71536 -0.35 0.38 -1.84 0.30
H -0.99838 3.14773 -1.21448 -0.03 -0.26 -0.39 0.24
H -1.98485 2.10214 -2.21056 -0.99 0.06 -1.88 0.20
H 1.78112 -1.62253 -1.65220 -0.31 0.22 -0.23 0.24
H -0.32080 0.64898 -1.75059 1.30 -1.57 0.03 0.32

***

No. 2
17
Properties=species:S:1:pos:R:3:forces:R:3:mulliken_charge:R:1 method="wB97M-V/def2-TZVPD" lumo_energy_ha=0.043 homo_ev=-8.36 homo_lumo_gap_ev=9.544
C -1.68548 1.08099 -0.01076 -0.47 1.91 1.00 -0.64
C -2.14221 -0.15266 -0.24460 -1.14 1.42 -1.38 -0.38
C -1.06395 -1.16099 -0.04636 -0.14 -0.83 0.41 0.01
C 0.63679 -1.17004 -0.02334 -4.29 -1.87 3.18 -0.17
C 1.76752 -0.32764 -0.30419 1.46 2.12 0.93 -0.81
C 1.36759 1.13490 0.19949 -1.18 0.27 0.59 -0.50
C -0.14901 0.81806 0.06783 -1.22 1.07 0.32 0.07
N -0.31161 -0.38527 0.85525 3.87 -1.78 0.92 -0.48
H -2.33806 1.96133 0.27912 1.10 -1.02 -0.93 0.30
H -3.20980 -0.29584 -0.34859 0.12 -0.66 -0.21 0.37
H -1.45330 -2.10655 0.36951 0.45 0.24 -0.35 0.31
H 0.85609 -2.08823 0.49412 0.21 -0.65 -0.32 0.31
H 1.89892 -0.30265 -1.31647 1.07 0.32 -2.82 0.30
H 2.65425 -0.76885 0.16915 -0.15 0.35 -0.04 0.38
H 1.62774 1.99489 -0.47201 0.24 -0.93 0.84 0.30
H 1.58084 1.26560 1.27641 0.50 0.26 -0.68 0.34
H -0.03633 0.50295 -0.94454 -0.44 -0.22 -1.45 0.29